Entry from the Open Molecules 2025 dataset: a structure of composition C34H26ClN2O4PSeSr (wB97M-V/def2-TZVPD).

Calculated values
Highest occupied orbital energy   -6.9 eV
Energy   -134844.9954 eV
Relative energy (zero: lowest compared OMol25 entry of this formula, charge and spin)   0.0696 eV
Gap between HOMO and LUMO   5.634 eV
Total charge   0

Element x y z (Å)
Sr1 -0.09 0.17 -1.98
O1 1.18 1.37 -0.09
C1 -0.02 1.37 0.26
C2 -0.40 2.05 1.52
C3 0.03 3.35 1.77
C4 -0.43 4.06 2.86
C5 -1.33 3.47 3.74
C6 -1.74 2.17 3.52
C7 -1.30 1.44 2.42
P1 -1.89 -0.30 2.38
C8 -0.39 -1.33 2.55
C9 0.92 -0.88 2.48
C10 1.98 -1.76 2.61
C11 1.75 -3.12 2.81
C12 0.45 -3.58 2.91
C13 -0.61 -2.69 2.81
C14 -2.35 -0.62 0.62
C15 -3.12 0.31 -0.07
C16 -3.52 0.08 -1.37
C17 -3.19 -1.11 -2.02
C18 -2.46 -2.07 -1.32
C19 -2.04 -1.82 -0.02
H1 0.75 3.79 1.08
H2 -0.09 5.08 3.03
H3 -1.70 4.02 4.60
H4 -2.43 1.70 4.22
H5 1.13 0.17 2.30
H6 3.00 -1.39 2.54
H7 2.59 -3.81 2.90
H8 0.26 -4.63 3.09
H9 -1.63 -3.06 2.93
H10 -3.37 1.26 0.40
H11 -4.08 0.83 -1.91
H12 -3.48 -1.28 -3.04
H13 -2.22 -3.02 -1.80
H14 -1.46 -2.57 0.50
C20 -4.14 3.25 -4.50
C21 -3.20 3.50 -3.36
C22 -3.68 3.50 -2.05
C23 -2.84 3.72 -0.98
Cl1 -3.48 3.66 0.64
C24 -1.49 3.98 -1.17
C25 -1.00 4.00 -2.47
C26 -1.84 3.75 -3.55
O2 -1.26 3.78 -4.80
C27 -1.13 2.51 -5.43
C28 -0.60 1.48 -4.44
O3 0.46 1.76 -3.82
O4 -1.28 0.44 -4.22
H15 -5.17 3.41 -4.18
H16 -4.05 2.23 -4.87
H17 -3.94 3.93 -5.33
H18 -4.73 3.33 -1.87
H19 -0.84 4.15 -0.33
H20 0.05 4.16 -2.66
H21 -0.41 2.64 -6.24
H22 -2.07 2.16 -5.85
Se1 0.92 -3.59 -0.98
N1 1.42 -1.89 -0.89
C29 2.69 -1.88 -0.50
C30 3.48 -0.70 -0.28
C31 4.76 -0.85 0.13
C32 5.34 -2.15 0.36
C33 4.64 -3.28 0.16
C34 3.28 -3.18 -0.28
N2 2.50 -4.22 -0.50
H23 3.03 0.28 -0.41
H24 5.36 0.02 0.30
H25 6.37 -2.20 0.69
H26 5.06 -4.27 0.34

Charges in e, computed with Löwdin, in the same order as the atoms: Sr 1.4876; O -0.2013; C -0.3614; C -0.2663; C -0.0673; C -0.0753; C -0.0904; C -0.1222; C -0.3562; P 1.1235; C -0.3688; C -0.0629; C -0.0813; C -0.0931; C -0.0912; C -0.1367; C -0.3758; C -0.1092; C -0.0751; C -0.1096; C -0.1304; C -0.1413; H 0.1143; H 0.1067; H 0.1022; H 0.0893; H 0.0979; H 0.1056; H 0.1063; H 0.1052; H 0.1037; H 0.0409; H 0.1000; H 0.1116; H 0.0973; H 0.0573; C -0.0240; C -0.1864; C -0.0828; C -0.6288; Cl 0.7381; C -0.0861; C 0.0165; C -0.2457; O -0.0357; C -0.0878; C -0.6901; O -0.1378; O -0.1356; H 0.0798; H 0.0818; H 0.0915; H 0.1142; H 0.0830; H 0.1319; H 0.1371; H 0.1105; Se 1.1545; N -0.2858; C -0.3839; C -0.0210; C -0.0593; C -0.0667; C -0.0231; C -0.4006; N -0.2161; H 0.0921; H 0.1109; H 0.1064; H 0.1159